67
Properties=species:S:1:pos:R:3:forces:R:3:lowdin_charge:R:1 method="wB97M-V/def2-TZVPD" energy_ha=-2525.09594 spin_multiplicity=1 smiles="CC[C@H](F)B1OB(CNC)OB(P(C)CC)O1.O=S1(=O)CCCC1.O=S1(=O)CCCC1" charge=0
H 1.103 -1.896 1.258 0.0 -0.1 0.1 0.101
H 3.159 -2.971 -0.966 0.0 0.0 0.0 0.109
H -3.437 3.310 -0.276 0.1 0.0 -0.1 0.115
H -3.573 2.104 2.483 -0.1 0.0 -0.1 0.047
O -2.200 1.009 -2.290 0.1 0.2 0.0 0.259
H 2.700 1.743 -4.671 -0.1 0.0 -0.1 0.029
H 5.628 -3.372 -1.735 0.0 0.0 0.0 0.112
H -4.702 1.677 -1.252 0.0 0.1 0.0 0.148
C 0.690 -0.366 -4.990 0.1 -0.1 0.0 -0.299
O 4.745 1.074 -2.422 0.0 0.1 0.0 -0.321
C -4.008 1.255 -0.523 0.0 0.4 -0.1 -0.200
O -0.643 -0.776 -2.274 0.1 0.1 0.2 0.241
O -2.446 -0.765 -0.736 0.0 0.0 0.3 0.321
H -1.474 -1.545 7.496 0.0 0.0 0.0 0.113
H -0.286 0.305 6.504 0.0 0.0 0.0 0.103
B -1.125 0.374 -2.883 -0.1 -0.1 -0.1 -0.648
C -2.260 -1.651 5.457 0.0 0.1 0.0 -0.219
F -4.764 0.417 0.285 -0.3 -0.5 0.4 -0.022
C -2.063 -0.943 6.806 0.0 0.0 0.0 -0.212
H 5.924 -1.875 -3.603 0.0 0.0 0.0 0.103
H 0.284 -0.802 -5.903 0.1 -0.1 0.0 0.028
H 1.789 2.937 -5.620 -0.1 -0.1 0.0 0.072
H -1.663 1.193 7.200 0.0 0.0 0.0 0.102
C 2.033 2.600 -4.610 0.0 0.2 0.1 -0.159
B -2.869 0.443 -1.228 0.1 0.1 -0.2 -0.496
S 4.382 -0.221 -2.936 0.2 0.0 0.0 0.661
H -2.922 -2.511 5.543 0.0 0.0 0.0 0.115
H -3.876 -0.368 4.751 0.0 0.0 0.0 0.111
C -0.397 -2.158 -0.107 -0.1 -0.2 -0.1 -0.099
H -4.075 3.693 1.933 0.1 -0.1 0.0 0.078
H -0.806 -0.152 1.534 0.0 0.0 0.0 0.074
B -1.197 -1.226 -1.090 -0.1 0.0 -0.3 -0.535
C 5.713 -1.400 -2.647 0.0 -0.1 0.2 -0.216
C 3.174 -1.000 -1.874 0.0 -0.1 0.0 -0.228
H 0.046 -2.986 -0.674 0.1 0.1 0.1 0.113
H -1.301 -2.004 5.074 0.0 0.0 0.0 0.118
C 0.173 -0.090 1.044 0.0 0.1 0.0 -0.110
C 5.169 -2.393 -1.612 0.0 0.0 -0.1 -0.211
C -4.082 2.632 1.674 0.0 0.0 0.0 -0.074
H 3.220 -0.499 -0.910 0.0 0.0 0.1 0.105
H 0.166 3.215 -3.719 0.1 0.0 0.1 0.068
H -1.098 -2.590 0.621 0.0 0.0 0.0 0.113
H -2.327 2.204 0.498 -0.1 0.1 0.0 0.107
C -3.391 2.398 0.321 0.1 0.0 0.1 -0.162
H 2.602 3.400 -4.127 -0.1 -0.1 -0.1 0.075
C -1.370 0.395 6.523 -0.1 -0.1 0.1 -0.216
C -2.839 -0.601 4.515 0.0 -0.1 0.0 -0.225
C 3.643 -2.449 -1.791 0.0 0.0 0.0 -0.215
H 0.104 0.629 0.216 -0.1 0.0 0.1 0.091
H 6.583 -0.846 -2.308 0.0 0.0 0.0 0.101
S -1.877 0.871 4.861 0.0 -0.1 0.0 0.655
H 1.081 2.059 -2.758 0.0 0.0 -0.1 0.073
N 0.652 -1.365 0.531 0.3 0.0 -0.2 -0.115
O 3.963 -0.353 -4.311 0.0 0.0 -0.1 -0.329
H 5.404 -2.042 -0.605 0.0 0.0 0.0 0.116
O -0.716 0.872 4.004 0.1 0.0 0.0 -0.325
O -2.730 2.028 4.906 0.0 0.1 0.0 -0.320
H 3.392 -2.974 -2.715 0.0 0.0 0.0 0.121
C 0.780 2.311 -3.781 0.0 0.1 0.2 -0.439
H 0.723 -1.135 -4.216 0.0 0.0 -0.1 0.024
H -5.118 2.299 1.653 0.0 0.0 0.0 0.073
H -3.034 -0.766 7.270 0.0 0.0 0.0 0.117
H 1.713 -0.046 -5.185 -0.1 0.0 -0.1 0.008
H 0.869 0.324 1.773 0.0 -0.1 -0.1 0.087
H -2.740 -0.831 3.456 0.0 0.0 0.0 0.103
P -0.388 1.060 -4.532 0.0 -0.1 -0.1 0.996
H 2.187 -0.863 -2.310 0.0 0.0 0.0 0.089



91
Properties=species:S:1:pos:R:3:forces:R:3:lowdin_charge:R:1 method="wB97M-V/def2-TZVPD" spin_multiplicity=1 de_lowest_kj_mol=1236.31 charge=-1
O 20.925 0.862 1.760 -0.2 1.6 1.4 -0.295
F 20.609 2.665 5.878 -1.5 0.8 0.1 -0.220
H 12.341 0.496 3.440 -0.4 0.2 0.4 0.104
C 25.142 11.921 -0.402 -0.8 -1.2 -1.2 -0.087
H 16.074 -0.478 8.572 -0.5 0.4 -0.4 0.083
N 14.187 -0.203 4.054 1.2 -1.1 -1.0 -0.241
O 14.274 10.599 -2.416 1.9 -1.0 0.8 -0.279
H 24.324 14.534 -0.304 0.1 -0.2 0.0 0.133
O 11.116 8.502 4.393 1.2 -2.5 1.2 -0.275
H 25.539 10.241 1.018 0.3 0.4 -0.1 0.119
O 20.641 9.569 9.537 0.7 1.3 -2.0 -0.287
S 11.666 7.149 4.263 0.1 1.6 -5.3 0.559
H 12.279 -0.625 4.869 -0.1 0.3 0.0 0.114
C 12.774 0.227 4.404 1.7 0.1 -0.4 0.058
H 22.864 13.158 1.030 0.4 0.2 -0.2 0.132
F 19.143 11.869 6.033 -0.1 -0.2 -0.6 -0.249
F 21.984 8.540 7.869 -0.9 0.3 -0.4 -0.246
H 15.246 -1.927 7.937 -0.3 0.2 0.1 0.071
F 17.876 7.983 -2.704 0.7 0.4 -0.5 -0.254
H 14.322 -1.995 5.361 -0.2 0.2 -0.3 0.133
H 24.705 13.592 -3.294 -0.3 -0.2 0.3 0.106
C 14.122 0.180 1.562 0.0 0.5 0.9 -0.127
H 14.650 -0.025 0.631 0.0 -0.6 0.3 0.122
H 15.613 0.713 6.368 0.3 -0.3 -0.6 0.108
C 23.924 14.026 -1.182 -0.3 -1.7 -1.3 -0.071
H 21.926 12.089 0.057 0.1 -0.3 0.1 0.134
H 15.668 1.736 1.797 -0.3 0.2 -0.1 0.130
H 13.117 0.498 1.283 -0.1 -0.6 0.0 0.110
S 15.652 10.991 -2.190 -1.7 5.2 -2.1 0.591
C 22.938 12.252 0.429 -0.4 1.3 -1.0 -0.096
O 15.582 8.020 -2.880 -0.7 0.7 0.6 -0.295
H 25.610 12.612 0.299 -0.1 0.1 -0.2 0.142
C 15.802 -1.028 7.671 0.9 -1.0 -1.9 -0.083
N 20.331 10.173 6.967 3.7 -5.4 2.0 -0.266
S 21.492 2.105 4.691 1.9 -4.4 9.1 0.372
F 13.709 6.277 7.151 1.3 -1.1 0.9 -0.223
S 21.706 1.926 2.358 2.5 0.1 -4.4 0.580
C 24.820 14.293 -2.467 0.1 0.4 1.2 -0.215
O 21.084 0.675 4.734 0.8 2.4 -1.1 -0.336
O 23.155 1.689 2.352 -2.2 -0.1 1.9 -0.295
C 15.154 -0.271 6.467 -1.7 -0.1 1.2 -0.210
S 21.338 9.972 8.319 4.0 -4.8 2.0 0.600
H 14.036 2.190 2.428 0.1 0.2 -0.8 0.123
N 20.991 2.941 3.565 0.3 -0.5 -5.2 -0.276
H 12.946 1.090 5.047 -0.8 -0.1 0.1 0.115
F 21.778 3.055 1.236 -1.4 0.6 0.0 -0.218
N 23.803 12.507 -0.854 -0.7 -0.3 1.9 -0.251
H 25.657 11.863 -1.361 0.7 -0.3 0.5 0.121
H 22.828 10.345 1.269 0.2 -0.1 0.6 0.126
C 15.109 0.949 3.673 0.7 0.1 0.1 -0.130
H 23.905 11.485 2.168 0.0 -0.3 -0.1 0.130
O 19.131 11.839 8.333 1.6 0.0 0.6 -0.278
C 14.169 -0.928 2.664 -0.8 0.0 -0.5 -0.073
H 24.530 9.701 -0.229 -0.2 0.5 -0.6 0.114
K 18.151 6.876 4.398 -0.1 0.2 0.1 0.954
H 25.178 16.073 -3.838 -0.2 -0.9 -0.3 0.083
H 15.103 1.794 4.361 -0.4 -0.4 0.3 0.137
O 22.622 10.697 8.393 -3.3 -0.4 -0.1 -0.299
F 15.655 12.246 -3.241 0.8 -0.6 0.0 -0.249
O 15.972 11.720 -0.986 0.5 -1.7 -0.6 -0.291
C 14.886 -1.088 5.145 0.9 1.7 0.4 -0.074
H 22.863 14.263 -1.255 0.1 0.6 -0.5 0.132
H 15.836 -1.337 4.672 -0.1 -0.2 0.1 0.123
H 14.170 -0.047 6.878 -0.4 0.3 -0.3 0.095
H 22.410 12.159 -2.567 -0.1 0.1 0.6 0.118
F 12.373 7.341 2.813 0.1 -0.4 0.5 -0.231
C 14.751 1.384 2.269 -0.2 0.6 0.7 -0.154
H 16.134 0.583 3.623 -0.1 -0.5 0.5 0.142
H 22.895 10.637 -1.672 -0.2 0.5 0.5 0.112
S 20.110 11.580 7.306 -4.5 10.6 -3.2 0.358
H 24.947 16.450 -2.234 0.2 -0.2 0.5 0.077
H 24.054 11.514 -2.619 -0.3 -0.2 -0.5 0.088
S 12.640 7.100 6.348 2.1 3.1 8.6 0.334
O 21.163 12.551 6.980 -1.2 -1.5 1.4 -0.316
C 23.586 11.125 1.190 -0.6 -0.9 -0.4 -0.146
S 16.573 8.854 -2.263 2.1 -8.8 0.8 0.343
N 13.104 6.607 5.018 -3.0 0.3 -4.4 -0.265
N 16.937 10.108 -2.993 -2.4 4.9 1.0 -0.251
C 24.634 15.707 -2.967 -0.8 1.5 0.8 -0.113
H 25.849 14.257 -2.108 0.1 -0.5 -0.1 0.105
C 23.175 11.642 -1.988 2.2 0.8 -0.1 0.052
O 10.781 6.065 4.021 -0.3 -0.4 0.6 -0.290
H 15.044 -1.563 2.530 0.1 0.2 0.5 0.131
H 13.283 -1.560 2.614 0.1 -0.1 0.3 0.127
O 22.770 2.413 5.303 -0.4 -0.3 -1.8 -0.300
O 16.790 8.762 -0.840 -1.1 1.0 0.0 -0.312
H 16.737 -1.410 7.260 0.4 -0.1 0.4 0.071
O 13.076 8.454 6.673 -1.1 -1.1 -0.7 -0.307
C 24.764 10.600 0.341 0.3 1.0 0.6 -0.123
H 23.574 15.950 -3.033 -0.1 -0.1 -0.7 0.079
O 11.439 6.622 6.993 -0.2 0.3 -1.4 -0.292



64
Properties=species:S:1:pos:R:3:forces:R:3:lowdin_charge:R:1 method="wB97M-V/def2-TZVPD" energy_ha=-2122.49754 spin_multiplicity=1 charge=+1
O 3.428 -1.157 -1.515 0.0 -0.1 0.1 -0.313
H 2.358 2.015 -0.273 0.0 0.0 0.0 0.055
C 3.744 -0.727 -4.138 0.0 0.0 0.0 -0.221
H -0.945 -4.183 2.745 0.0 0.0 0.0 0.112
H -0.568 -1.424 -0.187 0.0 0.0 -0.1 0.186
H 0.106 -0.814 5.360 0.0 0.0 0.0 0.107
H -0.846 0.451 -2.762 0.0 0.0 0.0 0.132
H -1.970 -1.970 5.693 0.0 0.0 0.0 0.120
H 0.849 2.191 -2.064 0.1 0.1 -0.1 0.029
H -5.161 1.203 -2.029 0.0 0.0 0.0 0.094
H -1.523 2.309 0.407 0.0 -0.1 -0.2 0.116
O -2.569 -0.095 -1.862 0.0 0.0 0.0 -0.067
F -5.100 -1.022 0.409 0.0 0.1 -0.2 -0.018
C -1.422 0.738 -1.883 0.0 0.1 0.0 -0.121
H -3.257 1.066 -0.310 0.0 -0.1 0.1 0.157
C 0.150 -1.896 5.268 0.0 0.0 0.1 -0.206
C -0.539 1.843 0.300 0.0 0.0 0.0 -0.074
H -0.081 3.578 -2.016 0.0 0.0 0.0 0.081
N 0.675 3.068 -1.584 0.0 0.0 0.2 0.106
H 5.080 0.137 -5.612 0.0 0.0 0.0 0.121
C 0.515 2.917 -0.141 0.0 -0.2 0.0 -0.674
H 4.005 2.091 -2.327 0.0 0.0 0.0 0.105
H 6.217 0.308 -3.436 0.0 0.0 0.0 0.122
H -1.733 1.782 -1.992 0.0 0.0 0.0 0.129
H 5.063 0.960 -1.442 0.0 0.0 0.0 0.109
C -2.482 -0.855 0.358 -0.1 0.0 0.0 -0.035
H -0.528 -4.614 5.130 0.0 0.0 0.0 0.126
O 1.969 0.508 -2.620 -0.1 -0.1 0.0 -0.360
C -5.634 0.582 -1.265 0.0 0.1 -0.1 -0.012
O 0.030 -1.114 2.721 -0.2 0.0 0.0 -0.361
H -0.650 4.599 -0.012 -0.1 -0.1 0.1 0.078
H -0.987 -2.878 6.833 0.0 0.0 0.0 0.121
H -2.267 -4.332 5.076 0.0 0.0 0.0 0.122
S 0.268 -2.308 3.525 0.0 0.0 0.0 0.697
H 3.795 1.216 -5.075 0.0 0.0 0.0 0.122
H -0.242 1.520 1.303 -0.1 0.2 0.0 0.115
C -1.154 -3.395 3.466 -0.1 0.0 0.1 -0.225
C -1.099 -2.622 5.781 0.0 0.0 0.0 -0.201
C -4.675 -0.488 -0.820 0.1 -0.2 0.0 -0.311
H -5.901 1.214 -0.415 0.0 0.0 0.0 0.096
H -6.541 0.152 -1.686 0.0 0.0 0.1 0.090
H -2.773 -0.707 1.395 0.1 0.1 0.0 0.140
H 4.389 -1.591 -3.977 0.0 0.0 0.0 0.114
C -3.246 0.013 -0.624 0.0 0.1 0.0 -0.289
H 1.067 -2.268 5.722 0.0 0.0 0.0 0.112
H -2.654 -1.898 0.095 0.0 0.0 0.1 0.148
C 4.526 1.135 -2.371 0.1 0.0 0.0 -0.213
C -1.296 -3.870 4.910 0.0 0.0 0.0 -0.208
C -0.564 0.613 -0.602 0.0 0.0 0.1 -0.211
N -1.006 -0.594 0.209 0.0 0.0 -0.2 0.114
H 0.904 4.775 0.486 -0.1 0.0 0.0 0.086
O 1.460 -3.063 3.268 0.0 0.0 0.0 -0.287
H 0.461 0.371 -0.883 0.0 0.0 0.0 0.121
S 3.268 -0.140 -2.519 0.0 0.1 0.0 0.677
H -4.634 -1.317 -1.534 0.0 0.0 0.1 0.161
H 5.832 1.962 -3.895 0.0 0.0 0.0 0.120
H -2.017 -2.806 3.155 0.0 0.0 0.0 0.100
N 0.106 4.149 0.492 0.2 0.1 0.1 0.084
C 5.396 1.002 -3.627 0.0 0.0 0.0 -0.201
H -0.600 -0.501 1.151 0.2 -0.3 0.1 0.093
C 4.501 0.451 -4.746 0.0 0.0 0.0 -0.210
H 2.846 -1.023 -4.675 0.0 0.0 0.0 0.110
N 1.836 2.589 0.372 0.0 0.0 -0.1 0.106
H 1.820 2.164 1.289 0.0 0.0 0.0 0.084